(A)
DFT (the ωB97M-V functional and the def2-TZVPD basis) results for a 2-piece molecular cluster, C6H12NO4P overall.

Results
- spin multiplicity = 1
- Kohn-Sham gap (eV) = 9.157

Positions of all 24 atoms, in Å:
P (1.8922, -1.2413, -1.8630)
O (-0.2827, -0.6882, -3.0554)
O (-1.8662, -1.2842, -1.6892)
O (-1.5762, 2.8761, 1.2752)
O (-0.4451, 0.9119, 1.7986)
N (-0.6994, -1.1175, -1.9746)
C (0.1638, 0.7963, -0.4488)
C (-0.1491, -2.1077, 0.2240)
C (0.3022, -1.2890, -0.9464)
C (0.6842, 0.8635, 0.9593)
C (-1.3079, 1.2179, -0.3693)
C (-1.4134, 1.5381, 1.1148)
H (1.2978, 0.0461, 1.2497)
H (0.8030, 1.1485, -1.2065)
H (0.2813, -3.1190, 0.2311)
H (-2.3841, 1.2705, 1.6178)
H (1.3963, 1.7653, 0.7465)
H (-1.0173, 3.5052, 0.8013)
H (2.6677, -1.8133, -0.6618)
H (-1.2446, -2.1694, 0.1976)
H (1.7195, -2.5060, -2.4747)
H (-1.9621, 0.3960, -0.6472)
H (-1.5540, 2.1658, -0.9622)
H (0.0561, -1.5220, 1.0855)

Here are the Löwdin charges for atoms 1 to 5, given in e: 0.86 -0.04 0.03 0.03 0.00



(B)
DFT (the ωB97M-V functional and the def2-TZVPD basis) results for a single C6H12NO4P molecule.

Results
- spin multiplicity = 1
- Kohn-Sham gap (spin up / spin down) (eV) = 7.108 / 8.269

Positions of all 24 atoms, in Å:
P (0.0196, 1.5852, 0.5293)
O (-0.6493, 1.3137, 2.0491)
O (1.0748, -0.4456, -0.9390)
O (0.6126, 2.9200, 0.6387)
O (-2.2593, 0.0709, -2.1690)
N (-1.1237, 1.2851, -0.6022)
C (-0.0498, -0.7432, -1.6238)
C (1.4405, 0.1710, 2.9607)
C (-0.6223, -2.1469, -1.1499)
C (0.3740, 1.3038, 3.0399)
C (0.1782, -0.7076, -3.1997)
C (-1.2580, 0.2632, -1.4919)
H (-0.2873, 1.3046, 3.9804)
H (-1.9764, 1.5232, -0.1911)
H (0.8179, 0.1692, -3.2992)
H (-0.7613, -2.1195, -0.0960)
H (-0.2001, -3.0510, -1.4711)
H (-1.6244, -2.3830, -1.6175)
H (1.9705, 0.1382, 1.8730)
H (0.9864, -0.7007, 3.1326)
H (-0.6719, -0.9247, -3.7530)
H (2.1117, 0.3226, 3.6968)
H (1.0361, 2.3308, 3.0450)
H (0.8615, -1.4795, -3.3421)

Here are the Löwdin charges for atoms 1 to 5, given in e: 0.82 -0.25 -0.06 -0.25 0.09



Result of the stability comparison: (B) is the most stable of them.



(A)
DFT (the ωB97M-V functional and the def2-TZVPD basis) results for C2HClN2O as an isolated structure.

Results
- spin multiplicity = 1
- Kohn-Sham gap (eV) = 7.832

Positions of all 7 atoms, in Å:
Cl (2.1977, -0.6744, 0.0209)
O (-0.6061, -2.0401, 0.1270)
N (0.4465, 2.5359, 0.1669)
N (0.1852, 0.0940, -0.2136)
C (0.3764, 1.4236, -0.0722)
C (-0.7518, -0.8331, 0.0164)
H (-1.8479, -0.5060, -0.0455)

Here are the Löwdin charges for atoms 1 to 5, given in e: 0.44 0.03 0.19 -0.09 -0.36



(B)
DFT (the ωB97M-V functional and the def2-TZVPD basis) results for a single C2HClN2O molecule.

Results
- structure (SMILES) = Clc1nnco1
- spin multiplicity = 1
- Kohn-Sham gap (eV) = 11.007

Positions of all 7 atoms, in Å:
Cl (1.9161, -0.0334, -0.0804)
O (-0.5724, -1.0982, 0.1877)
N (-0.4919, 1.1611, 0.1246)
N (-1.8058, 0.7265, -0.0853)
C (-1.8101, -0.5521, -0.1608)
C (0.2553, 0.1075, 0.1479)
H (-2.5815, -1.1927, -0.3323)

Here are the Löwdin charges for atoms 1 to 5, given in e: 0.77 -0.01 0.04 0.04 -0.16



(C)
DFT (the ωB97M-V functional and the def2-TZVPD basis) results for a single C2HClN2O molecule.

Results
- spin multiplicity = 1
- Kohn-Sham gap (spin up / spin down) (eV) = 6.427 / 6.427

Positions of all 7 atoms, in Å:
Cl (2.8114, 0.8611, -0.0042)
O (2.3700, -2.8451, -0.0075)
N (2.9218, -1.7580, -0.0290)
N (0.7922, -0.6933, 0.0258)
C (2.1631, -0.7333, -0.0120)
C (-0.0590, 0.1700, -0.0050)
H (-0.4498, 1.1411, 0.0009)

Here are the Löwdin charges for atoms 1 to 5, given in e: 0.67 -0.08 -0.14 0.08 -0.83



(D)
DFT (the ωB97M-V functional and the def2-TZVPD basis) results for a single C2HClN2O molecule.

Results
- structure (SMILES) = Clc1ncno1
- spin multiplicity = 1
- Kohn-Sham gap (eV) = 11.335

Positions of all 7 atoms, in Å:
Cl (0.2193, 0.2287, -2.6339)
O (-0.2318, 1.2067, -0.2563)
N (0.2044, -0.9525, -0.1995)
N (-0.2849, 0.8633, 1.0884)
C (0.0761, 0.1355, -0.9393)
C (0.0098, -0.4486, 1.0274)
H (0.0071, -1.0332, 1.9133)

Here are the Löwdin charges for atoms 1 to 5, given in e: 0.77 -0.04 0.10 0.10 -0.84



Result of the stability comparison: (D) is the most stable of them.